Record 1
C32H64O16S8 | ωB97M-V/def2-TZVPD

```
! wB97M-V def2-TZVPD RIJCOSX def2/J DEFGRID3
* xyz 0 1
O -5.513 4.883 0.967
S -5.187 3.696 1.754
O -6.169 2.642 2.062
C -3.734 2.914 0.994
C -2.531 3.158 1.980
C -3.056 3.275 3.392
C -4.249 4.214 3.243
H -3.556 3.338 0.024
H -3.952 1.826 0.935
H -1.803 2.347 1.915
H -2.074 4.125 1.714
H -2.335 3.572 4.139
H -3.493 2.296 3.749
H -4.070 5.239 2.897
H -4.920 4.199 4.127
O -0.161 1.831 3.500
S 0.536 1.302 4.633
O 0.581 2.080 5.863
C -0.088 -0.439 4.927
C 1.218 -1.281 4.934
C 2.133 -0.647 3.879
C 2.221 0.885 4.057
H -0.743 -0.691 4.086
H -0.570 -0.482 5.903
H 1.684 -1.197 5.901
H 1.059 -2.328 4.631
H 1.767 -0.871 2.847
H 3.117 -1.095 3.988
H 2.391 1.391 3.107
H 2.934 1.201 4.848
O 1.396 0.505 -4.043
S 1.323 -0.442 -5.097
O 1.998 -0.224 -6.334
C 1.686 -2.133 -4.525
C 0.399 -2.920 -4.514
C -0.712 -1.921 -4.474
C -0.381 -0.806 -5.456
H 2.224 -2.168 -3.564
H 2.332 -2.499 -5.337
H 0.328 -3.504 -5.464
H 0.267 -3.585 -3.642
H -0.699 -1.427 -3.468
H -1.696 -2.382 -4.653
H -1.070 -0.002 -5.168
H -0.551 -1.058 -6.524
O 0.529 3.338 -1.199
S -0.024 4.195 -2.240
O 0.640 5.436 -2.571
C -0.251 3.230 -3.752
C -1.524 2.391 -3.440
C -2.514 3.267 -2.651
C -1.783 4.394 -1.863
H 0.525 2.492 -3.811
H -0.338 3.725 -4.733
H -1.977 2.072 -4.392
H -1.220 1.447 -2.954
H -3.074 2.582 -2.034
H -3.244 3.755 -3.307
H -1.931 4.324 -0.756
H -2.122 5.352 -2.216
O 4.375 0.237 -0.115
S 5.190 1.375 -0.477
O 6.569 1.238 -0.838
C 4.239 2.347 -1.674
C 3.757 3.572 -0.957
C 3.674 3.315 0.516
C 4.992 2.585 0.870
H 3.377 1.763 -2.005
H 4.913 2.454 -2.534
H 4.415 4.441 -1.107
H 2.789 3.917 -1.299
H 2.786 2.682 0.644
H 3.690 4.270 1.032
H 5.012 2.017 1.809
H 5.776 3.311 0.952
O 2.406 -3.253 -1.048
S 3.533 -3.965 -0.517
O 4.489 -4.670 -1.334
C 4.462 -2.885 0.625
C 4.522 -3.617 1.973
C 3.150 -4.405 2.127
C 2.905 -5.069 0.766
H 3.789 -2.011 0.717
H 5.410 -2.458 0.234
H 5.313 -4.351 2.054
H 4.600 -2.952 2.800
H 2.385 -3.600 2.334
H 3.237 -5.054 3.003
H 1.843 -5.226 0.557
H 3.466 -6.010 0.657
O -2.532 -4.270 0.208
S -3.621 -3.504 -0.333
O -3.554 -2.890 -1.655
C -5.128 -4.589 -0.264
C -6.069 -3.992 0.835
C -5.187 -3.208 1.738
C -4.252 -2.336 0.895
H -4.714 -5.564 0.021
H -5.516 -4.568 -1.271
H -6.911 -3.426 0.467
H -6.472 -4.819 1.415
H -4.580 -3.876 2.340
H -5.752 -2.535 2.340
H -3.351 -1.941 1.413
H -4.711 -1.613 0.261
O -2.372 0.076 -0.251
S -1.200 -0.493 0.364
O -1.368 -1.197 1.618
C -0.367 -1.627 -0.716
C 0.691 -0.752 -1.386
C 1.276 0.221 -0.404
C 0.154 0.751 0.457
H -1.135 -2.001 -1.429
H 0.056 -2.404 -0.094
H 1.460 -1.408 -1.819
H 0.166 -0.206 -2.197
H 1.710 1.035 -0.990
H 2.063 -0.264 0.224
H -0.225 1.701 0.119
H 0.405 0.887 1.512
*
```

The calculation puts the HOMO energy at -9.989 eV. As for the structure (SMILES): O=S1(=O)CCCC1.O=S1(=O)CCCC1.O=S1(=O)CCCC1.O=S1(=O)CCCC1.O=S1(=O)CCCC1.O=S1(=O)CCCC1.O=S1(=O)CCCC1.O=S1(=O)CCCC1. The value obtained for the maximum force is 0.048 hartree/bohr. As for the energy above the lowest of the compared OMol25 structures with the same formula, charge and spin: 0.837 eV. The total energy is -153660.51790 eV. The LUMO energy comes out at 0.204 eV.

---

Record 2
C5H15N2O | ωB97M-V/def2-TZVPD

```
! wB97M-V def2-TZVPD RIJCOSX def2/J DEFGRID3
* xyz 1 1
C -2.800 -1.043 0.253
C -1.346 -0.709 -0.065
C -0.824 0.482 0.798
C 0.521 1.089 0.459
C 0.767 2.420 0.403
N 2.004 2.858 0.063
N -0.387 -1.875 0.100
H -2.906 -1.560 1.205
H -3.170 -1.693 -0.561
H -3.431 -0.182 0.381
H -1.149 -0.334 -1.059
H -0.880 0.098 1.842
H -1.622 1.218 0.905
H 1.319 0.388 0.326
H 0.068 3.227 0.609
H 2.800 2.252 -0.006
H 2.133 3.814 -0.229
H 0.609 -1.723 -0.252
H -0.817 -2.695 -0.388
H -0.325 -2.075 1.110
H 2.548 -1.647 -1.572
H 1.735 -2.842 -2.166
O 1.701 -2.105 -1.547
*
```

The calculation puts the HOMO energy at -11.058 eV. The value obtained for the maximum force is 0.054 hartree/bohr. As for the energy above the lowest of the compared OMol25 structures with the same formula, charge and spin: 1.186 eV. The total energy is -10449.37503 eV. The LUMO energy comes out at -3.037 eV.

---

Record 3
C23H27N3O4S | ωB97M-V/def2-TZVPD

```
! wB97M-V def2-TZVPD RIJCOSX def2/J DEFGRID3
* xyz 0 1
O 3.106 1.171 -1.400
C 2.482 0.184 -1.041
C 1.117 0.297 -0.479
C 0.367 1.364 -0.773
C -0.957 1.672 -0.264
C -1.707 0.768 0.494
C -2.959 1.113 0.964
C -3.476 2.364 0.683
S -5.071 2.846 1.339
O -5.715 1.669 1.847
O -5.740 3.654 0.365
N -4.522 3.836 2.592
C -4.494 3.181 3.879
C -5.916 3.094 4.471
O -6.774 4.045 3.882
C -6.150 5.293 3.712
C -5.043 5.187 2.644
C -2.759 3.274 -0.071
C -1.510 2.927 -0.546
N 3.037 -1.058 -1.075
C 2.330 -2.316 -1.022
C 2.386 -2.982 -2.412
N 3.741 -3.162 -2.872
C 4.457 -4.311 -2.546
C 3.963 -5.293 -1.683
C 4.681 -6.449 -1.437
C 5.909 -6.662 -2.033
C 6.406 -5.702 -2.900
C 5.693 -4.551 -3.158
C 4.419 -1.883 -2.929
C 4.398 -1.205 -1.551
H 0.792 -0.453 0.224
H 0.793 2.090 -1.455
H -1.314 -0.214 0.709
H -3.558 0.422 1.538
H -3.826 3.755 4.530
H -4.078 2.185 3.736
H -6.365 2.126 4.248
H -5.880 3.246 5.562
H -6.932 5.985 3.396
H -5.731 5.638 4.670
H -4.220 5.878 2.862
H -5.442 5.398 1.652
H -3.199 4.235 -0.284
H -0.943 3.630 -1.138
H 1.290 -2.170 -0.737
H 2.821 -2.962 -0.284
H 1.861 -3.936 -2.406
H 1.883 -2.321 -3.128
H 3.014 -5.167 -1.185
H 4.272 -7.187 -0.761
H 6.468 -7.563 -1.833
H 7.357 -5.856 -3.388
H 6.092 -3.837 -3.862
H 3.899 -1.247 -3.652
H 5.450 -2.006 -3.252
H 4.954 -1.822 -0.835
H 4.841 -0.210 -1.605
*
```

The calculation puts the HOMO energy at -7.798 eV. As for the structure (SMILES): O=C(/C=C/c1ccc(S(=O)(=O)N2CCOCC2)cc1)N1CCN(c2ccccc2)CC1. The value obtained for the maximum force is 0.021 hartree/bohr. As for the energy above the lowest of the compared OMol25 structures with the same formula, charge and spin: 3.516 eV. The total energy is -47783.51989 eV. The LUMO energy comes out at -0.312 eV.

---

Record 4
C2H3N4 | ωB97M-V/def2-TZVPD

```
! wB97M-V def2-TZVPD RIJCOSX def2/J DEFGRID3
* xyz 1 1
C -1.290 0.036 0.048
N 0.121 -0.165 -0.138
N 0.942 -0.726 -1.004
N 2.102 -0.322 -0.513
N 2.214 0.463 0.463
C 0.988 0.454 0.678
H -1.323 0.799 0.834
H -1.881 0.328 -0.815
H -1.873 -0.867 0.447
*
```

The calculation puts the HOMO energy (spin up / spin down) at -17.882 / -17.648 eV. As for the structure (SMILES): C[n+]1nn2nc1-2. The value obtained for the maximum force is 0.091 hartree/bohr. As for the energy above the lowest of the compared OMol25 structures with the same formula, charge and spin: 4.216 eV. The total energy is -8067.37113 eV. The LUMO energy (spin up / spin down) comes out at -8.306 / -9.646 eV.

---

Record 5
C24H40O5SbSnTe | ωB97M-V/def2-TZVPD

```
! wB97M-V def2-TZVPD RIJCOSX def2/J DEFGRID3
* xyz 1 1
Sn 0.936 -0.566 0.695
O 0.776 -5.889 2.098
C 0.955 -4.605 1.815
O 0.273 -3.997 1.031
C 2.148 -4.033 2.561
O 1.877 -2.666 2.771
C 2.924 -1.958 3.431
C 3.347 -0.826 2.525
O 4.552 -0.732 2.284
O 2.398 -0.007 2.076
H 0.281 -6.388 1.362
H 3.063 -4.109 1.907
H 2.303 -4.595 3.511
H 3.822 -2.541 3.599
H 2.476 -1.567 4.348
C 0.875 3.233 2.948
C -0.657 3.071 2.843
C -1.099 2.030 3.886
C -1.433 4.392 2.732
Sb -0.943 2.042 0.785
C -2.896 0.787 0.535
C -3.955 1.915 0.710
C -2.895 0.265 -0.863
C -2.926 -0.246 1.603
C -0.006 3.118 -1.179
C -0.837 2.791 -2.379
C -0.196 4.576 -0.821
C 1.346 2.495 -1.241
H 1.101 3.817 3.885
H 1.220 3.775 2.087
H 1.404 2.236 2.798
H -0.825 2.470 4.893
H -0.565 1.059 3.831
H -2.158 1.837 3.964
H -1.768 4.653 1.702
H -0.860 5.301 3.046
H -2.361 4.476 3.318
H -3.857 2.631 -0.143
H -3.771 2.523 1.605
H -4.986 1.519 0.819
H -3.196 1.140 -1.460
H -3.752 -0.505 -1.026
H -1.953 -0.103 -1.273
H -2.960 0.214 2.598
H -2.180 -1.021 1.676
H -3.917 -0.791 1.484
H -1.864 3.172 -2.264
H -0.960 1.687 -2.572
H -0.439 3.288 -3.281
H -1.310 4.811 -0.840
H 0.230 5.238 -1.635
H 0.296 4.749 0.175
H 1.357 1.428 -1.112
H 1.936 2.940 -0.428
H 1.697 2.703 -2.322
C 1.135 -0.911 -3.359
Te 2.764 -1.135 -1.703
C 2.190 -3.305 -2.053
C 1.472 -3.361 -3.359
C 1.253 -4.650 -3.880
C 0.479 -4.850 -4.997
C -0.239 -3.763 -5.493
C 0.068 -2.457 -5.044
C 0.895 -2.206 -3.968
H 1.653 -0.247 -4.061
H 0.280 -0.334 -3.019
H 1.656 -3.522 -1.158
H 3.206 -3.817 -1.959
H 1.799 -5.521 -3.409
H 0.524 -5.720 -5.627
H -0.918 -3.870 -6.402
H -0.287 -1.566 -5.604
*
```

The calculation puts the HOMO energy at -9.653 eV. The value obtained for the maximum force is 0.071 hartree/bohr. As for the energy above the lowest of the compared OMol25 structures with the same formula, charge and spin: 1.072 eV. The total energy is -55426.82336 eV. The LUMO energy comes out at -3.318 eV.

---

Record 6
C39H28N10O8Y | ωB97M-V/def2-TZVPD

```
! wB97M-V def2-TZVPD RIJCOSX def2/J DEFGRID3
* xyz 1 1
Y -0.385 -0.132 -0.353
O -6.597 3.466 -0.507
C -5.619 3.953 0.066
O -5.339 5.032 0.591
C -4.392 2.917 0.127
C -4.539 1.651 -0.416
C -3.430 0.829 -0.539
N -2.226 1.215 -0.076
C -2.086 2.436 0.468
C -3.142 3.326 0.559
C -0.704 2.852 0.791
C -0.429 3.851 1.717
C 0.874 4.295 1.850
C 1.855 3.753 1.029
C 1.505 2.731 0.172
N 0.260 2.258 0.065
C -3.485 -0.479 -1.238
C -4.680 -0.985 -1.741
C -4.684 -2.210 -2.382
C -3.494 -2.914 -2.492
C -2.346 -2.335 -1.989
N -2.325 -1.140 -1.397
H -5.525 1.387 -0.768
H -3.024 4.344 0.911
H -1.222 4.269 2.320
H 1.121 5.059 2.575
H 2.872 4.120 1.053
H 2.245 2.273 -0.476
H -5.597 -0.427 -1.634
H -5.606 -2.606 -2.786
H -3.459 -3.886 -2.962
H -1.396 -2.855 -2.068
C 1.831 -1.325 -2.870
N 1.755 -1.466 -1.410
C 3.004 -1.100 -0.729
C 2.711 -0.622 0.656
N 1.532 -0.171 1.007
C 1.663 0.258 2.332
C 0.733 0.845 3.186
C 1.180 1.226 4.434
C 2.507 1.023 4.835
C 3.433 0.420 4.007
C 2.984 0.044 2.748
N 3.616 -0.528 1.653
C 1.018 -0.158 -3.336
N 0.074 0.413 -2.620
C -0.486 1.398 -3.443
C -1.532 2.291 -3.221
C -1.878 3.140 -4.253
C -1.204 3.118 -5.480
C -0.164 2.242 -5.716
C 0.175 1.385 -4.678
N 1.130 0.385 -4.564
H 1.434 -2.229 -3.339
H 2.862 -1.224 -3.219
H 1.606 -2.456 -1.226
H 3.485 -0.284 -1.276
H 3.717 -1.931 -0.700
H -0.303 0.961 2.898
H 0.488 1.686 5.126
H 2.812 1.342 5.822
H 4.452 0.255 4.332
H 4.583 -0.806 1.610
H -2.060 2.323 -2.279
H -2.689 3.842 -4.110
H -1.504 3.808 -6.258
H 0.358 2.225 -6.664
H 1.773 0.103 -5.285
O -1.090 -1.469 3.230
C -0.641 -1.932 2.208
O -0.990 -1.595 1.000
C 0.493 -2.951 2.288
C 1.291 -2.965 3.422
C 2.426 -3.755 3.446
C 2.776 -4.568 2.385
C 1.952 -4.562 1.273
C 0.819 -3.758 1.208
N 2.347 -5.353 0.113
O 1.868 -5.033 -0.977
O 3.084 -6.289 0.270
N 3.337 -3.673 4.601
O 4.383 -4.287 4.525
O 2.981 -2.994 5.540
H 1.027 -2.339 4.265
H 3.667 -5.178 2.415
H 0.173 -3.782 0.344
*
```

The calculation puts the HOMO energy at -9.858 eV. The value obtained for the maximum force is 0.022 hartree/bohr. As for the energy above the lowest of the compared OMol25 structures with the same formula, charge and spin: 0.309 eV. The total energy is -73218.44843 eV. The LUMO energy comes out at -3.652 eV.

---

Record 7
C8H16O16S4 | ωB97M-V/def2-TZVPD

```
! wB97M-V def2-TZVPD RIJCOSX def2/J DEFGRID3
* xyz 0 1
C 5.072 -3.348 0.403
C 5.015 -1.893 0.849
O 6.423 -1.607 1.099
S 7.460 -2.599 0.257
O 8.221 -3.457 1.228
O 8.140 -1.776 -0.787
O 6.158 -3.323 -0.461
H 4.183 -3.669 -0.141
H 5.149 -3.923 1.326
H 4.487 -1.725 1.787
H 4.703 -1.156 0.109
C -6.289 1.443 2.031
C -6.724 1.845 0.643
O -5.941 1.260 -0.319
S -4.645 0.578 0.255
O -3.440 1.150 -0.358
O -4.715 -0.904 0.360
O -4.910 1.164 1.722
H -6.749 0.542 2.436
H -6.438 2.220 2.781
H -6.495 2.898 0.478
H -7.797 1.673 0.556
C -0.865 2.623 -3.555
C 0.477 2.974 -4.300
O 1.431 2.234 -3.562
S 0.951 1.781 -1.992
O 1.867 2.474 -1.065
O 0.719 0.342 -1.947
O -0.412 2.637 -2.160
H -1.133 1.577 -3.701
H -1.640 3.381 -3.675
H 0.701 4.036 -4.195
H 0.449 2.750 -5.366
C -0.625 -0.107 1.409
C -1.383 -1.154 2.224
O -0.576 -2.245 2.231
S 0.927 -1.982 1.555
O 1.340 -3.251 0.987
O 1.936 -1.223 2.336
O 0.236 -0.859 0.581
H -0.036 0.562 2.037
H -1.381 0.433 0.838
H -2.346 -1.394 1.773
H -1.506 -0.980 3.293
*
```

The calculation puts the HOMO energy at -10.666 eV. The value obtained for the maximum force is 0.096 hartree/bohr. As for the energy above the lowest of the compared OMol25 structures with the same formula, charge and spin: 2.816 eV. The total energy is -84649.71440 eV. The LUMO energy comes out at 0.072 eV.

---

Record 8
C3H6N2O2 | ωB97M-V/def2-TZVPD

```
! wB97M-V def2-TZVPD RIJCOSX def2/J DEFGRID3
* xyz 0 1
C -0.595 -0.538 1.552
N -1.294 -0.057 0.327
N -0.594 0.960 -0.356
C 0.645 0.893 -0.971
O 1.219 1.902 -1.309
C 1.252 -0.418 -1.354
O 0.770 -1.530 -1.187
H -0.599 0.251 2.268
H -1.168 -1.354 1.993
H 0.419 -0.911 1.379
H -1.369 -0.845 -0.331
H -0.887 1.889 -0.142
H 2.202 -0.243 -1.868
*
```

The calculation puts the HOMO energy at -9.626 eV. As for the structure (SMILES): CNNC(=O)C=O. The value obtained for the maximum force is 0.044 hartree/bohr. As for the energy above the lowest of the compared OMol25 structures with the same formula, charge and spin: 2.808 eV. The total energy is -10281.98961 eV. The LUMO energy comes out at -0.523 eV.

---

- Among the records above, which one has the highest maximum force?
  C8H16O16S4

---

- Which of these has the lowest maximum force?
  C23H27N3O4S

---

What did the fifth record say?
C24H40O5SbSnTe | ωB97M-V/def2-TZVPD

```
! wB97M-V def2-TZVPD RIJCOSX def2/J DEFGRID3
* xyz 1 1
Sn 0.936 -0.566 0.695
O 0.776 -5.889 2.098
C 0.955 -4.605 1.815
O 0.273 -3.997 1.031
C 2.148 -4.033 2.561
O 1.877 -2.666 2.771
C 2.924 -1.958 3.431
C 3.347 -0.826 2.525
O 4.552 -0.732 2.284
O 2.398 -0.007 2.076
H 0.281 -6.388 1.362
H 3.063 -4.109 1.907
H 2.303 -4.595 3.511
H 3.822 -2.541 3.599
H 2.476 -1.567 4.348
C 0.875 3.233 2.948
C -0.657 3.071 2.843
C -1.099 2.030 3.886
C -1.433 4.392 2.732
Sb -0.943 2.042 0.785
C -2.896 0.787 0.535
C -3.955 1.915 0.710
C -2.895 0.265 -0.863
C -2.926 -0.246 1.603
C -0.006 3.118 -1.179
C -0.837 2.791 -2.379
C -0.196 4.576 -0.821
C 1.346 2.495 -1.241
H 1.101 3.817 3.885
H 1.220 3.775 2.087
H 1.404 2.236 2.798
H -0.825 2.470 4.893
H -0.565 1.059 3.831
H -2.158 1.837 3.964
H -1.768 4.653 1.702
H -0.860 5.301 3.046
H -2.361 4.476 3.318
H -3.857 2.631 -0.143
H -3.771 2.523 1.605
H -4.986 1.519 0.819
H -3.196 1.140 -1.460
H -3.752 -0.505 -1.026
H -1.953 -0.103 -1.273
H -2.960 0.214 2.598
H -2.180 -1.021 1.676
H -3.917 -0.791 1.484
H -1.864 3.172 -2.264
H -0.960 1.687 -2.572
H -0.439 3.288 -3.281
H -1.310 4.811 -0.840
H 0.230 5.238 -1.635
H 0.296 4.749 0.175
H 1.357 1.428 -1.112
H 1.936 2.940 -0.428
H 1.697 2.703 -2.322
C 1.135 -0.911 -3.359
Te 2.764 -1.135 -1.703
C 2.190 -3.305 -2.053
C 1.472 -3.361 -3.359
C 1.253 -4.650 -3.880
C 0.479 -4.850 -4.997
C -0.239 -3.763 -5.493
C 0.068 -2.457 -5.044
C 0.895 -2.206 -3.968
H 1.653 -0.247 -4.061
H 0.280 -0.334 -3.019
H 1.656 -3.522 -1.158
H 3.206 -3.817 -1.959
H 1.799 -5.521 -3.409
H 0.524 -5.720 -5.627
H -0.918 -3.870 -6.402
H -0.287 -1.566 -5.604
*
```

The calculation puts the HOMO energy at -9.653 eV. The value obtained for the maximum force is 0.071 hartree/bohr. As for the energy above the lowest of the compared OMol25 structures with the same formula, charge and spin: 1.072 eV. The total energy is -55426.82336 eV. The LUMO energy comes out at -3.318 eV.